1.
Below is a single C20H25N5O2 molecule at a distorted geometry, with properties calculated with wB97M-V/def2-TZVPD.

Geometry as XYZ:
```
52
Properties=species:S:1:pos:R:3:forces:R:3
C -4.0958 -3.9461 -0.5906 0.13 0.19 -0.03
C -3.6860 -2.4838 -0.4657 -0.25 -0.06 0.14
C -4.7042 -1.7067 0.3855 0.19 -0.05 -0.12
N -4.4867 -0.2994 0.6133 -0.05 0.05 0.05
C -4.6538 0.6125 -0.4948 0.16 0.06 -0.10
C -3.3499 0.9240 -1.2453 -0.33 0.12 -0.22
N -2.3381 1.3814 -0.3112 -0.24 -0.35 -0.14
C -1.9096 2.6565 -0.3837 0.35 0.20 0.14
O -2.3496 3.4488 -1.1943 -0.02 0.33 -0.05
C -0.7961 3.0851 0.5824 -0.36 0.34 0.00
N 0.4376 2.3495 0.3722 0.24 -0.37 0.52
N 0.9628 2.4945 -0.8433 0.00 0.33 -0.95
C 2.0808 1.9247 -1.1516 -0.16 0.04 0.19
C 2.7909 1.1460 -0.2109 -0.42 -0.10 0.97
C 2.2295 1.0139 1.0611 0.28 0.14 -0.82
N 3.0343 0.2471 1.8462 -0.36 0.09 0.32
C 4.1284 -0.1308 1.1143 0.23 0.08 -0.60
C 5.2218 -0.9084 1.4746 0.11 -0.08 0.05
C 6.1895 -1.1317 0.5208 -0.17 0.05 0.15
C 6.1002 -0.6048 -0.7773 -0.08 0.12 -0.22
C 7.1973 -0.8941 -1.7572 0.02 -0.02 0.03
C 5.0128 0.1674 -1.1331 0.15 -0.15 0.15
C 4.0171 0.4111 -0.1901 0.00 -0.15 0.40
C 0.9810 1.6241 1.4205 -0.13 0.04 0.06
O 0.4135 1.5279 2.5050 0.23 -0.11 0.24
C -2.0798 0.4169 0.7326 -0.09 -0.15 0.40
C -3.3976 0.0991 1.4703 0.19 0.00 -0.07
H -3.3754 -4.4958 -1.1921 0.00 -0.12 -0.03
H -4.1508 -4.4125 0.3907 -0.03 -0.11 0.09
H -5.0721 -4.0295 -1.0632 -0.12 -0.07 -0.05
H -2.6985 -2.4279 -0.0036 0.06 0.08 -0.05
H -3.6252 -2.0441 -1.4629 0.09 0.06 0.00
H -4.7637 -2.1813 1.3707 -0.07 -0.08 -0.04
H -5.6895 -1.8023 -0.0827 -0.02 -0.10 0.05
H -5.0408 1.5562 -0.0902 -0.01 0.04 -0.14
H -5.3919 0.2064 -1.1874 -0.05 0.02 -0.01
H -2.9694 0.0330 -1.7548 -0.03 0.03 0.01
H -3.5141 1.7169 -1.9759 0.03 -0.14 0.04
H -1.0863 2.9573 1.6274 0.06 0.02 -0.17
H -0.6129 4.1431 0.3759 -0.05 -0.20 0.04
H 2.4311 2.0911 -2.1575 0.02 0.04 -0.13
H 2.8410 0.0209 2.8078 -0.02 0.03 -0.06
H 5.3083 -1.3211 2.4683 0.04 -0.06 0.09
H 7.0511 -1.7324 0.7733 0.09 -0.07 0.05
H 6.9935 -0.4298 -2.7183 0.04 0.01 -0.08
H 8.1485 -0.5168 -1.3837 0.10 0.01 -0.05
H 7.3014 -1.9684 -1.9047 0.06 -0.05 -0.07
H 4.9295 0.5801 -2.1274 0.04 0.02 -0.14
H -1.6706 -0.4893 0.2710 0.02 0.04 0.07
H -1.3649 0.7888 1.4612 0.03 0.02 -0.05
H -3.7100 1.0114 1.9948 0.13 0.00 0.07
H -3.2188 -0.6789 2.2133 0.00 0.00 0.06
```
Forces are in eV/Å.

Calculated values
Energy above the lowest of the compared OMol25 structures with the same formula, charge and spin   160.8 kJ/mol
Kohn-Sham gap   8.148 eV

2.
Below is C2H2O2PPt as an isolated structure at a distorted geometry, with properties calculated with wB97M-V/def2-TZVPD.

Geometry as XYZ:
```
8
Properties=species:S:1:pos:R:3:forces:R:3
P -0.2666 -0.9094 -2.0745 0.83 0.92 0.46
O 0.9455 0.0361 -2.1776 -1.82 -1.22 -1.52
C -0.5570 0.5391 1.2538 0.06 -0.13 2.48
H -1.5960 0.2680 1.4734 0.15 0.39 -0.71
H -0.0882 1.2055 1.9807 -0.07 -0.05 -0.37
C 0.2189 -0.2048 0.4434 -0.27 -0.31 -2.48
O -0.5834 -0.9581 -0.4947 0.08 -0.17 0.00
Pt 1.9269 0.0236 -0.4046 1.03 0.56 2.15
```
Forces are in eV/Å.

Calculated values
Total charge   +1
Kohn-Sham gap (spin up / spin down)   8.046 / 6.779 eV
Multiplicity   3

3.
Below is an isolated ion of composition C5H14N2 and charge -1 at a distorted geometry, with properties calculated with wB97M-V/def2-TZVPD.

Geometry as XYZ:
```
21
Properties=species:S:1:pos:R:3:forces:R:3
N -1.1123 1.2204 1.7436 -0.16 -0.73 -0.29
C -0.8939 1.0797 0.2880 -0.54 1.07 -0.60
C -1.9479 0.2718 -0.4790 0.72 -0.77 1.12
C 0.5295 0.6882 -0.0893 0.74 -0.49 0.76
N 0.7211 -0.6817 -0.5652 -0.64 0.46 0.53
C 1.7537 -0.7716 -1.5646 0.74 -0.15 0.96
C 1.0158 -1.5819 0.5402 1.54 -0.40 -0.71
H -1.2580 0.2785 2.1110 0.14 0.07 0.15
H -2.0316 1.6462 1.8377 -0.04 0.15 0.15
H -0.9939 2.1081 -0.0725 0.06 0.10 -0.01
H -2.0536 -0.6857 0.0454 -0.15 -0.03 -0.07
H -1.5283 -0.0099 -1.4393 -0.46 0.27 -0.46
H -2.9215 0.7577 -0.4657 0.02 0.11 -0.35
H 1.1488 0.8068 0.8167 0.00 0.32 -0.14
H 0.9413 1.3832 -0.8244 -0.19 -0.05 -0.19
H 1.5672 -0.0645 -2.3725 -0.09 -0.44 -0.31
H 2.7471 -0.5199 -1.1270 -0.10 0.28 -0.08
H 1.9014 -1.8239 -1.8236 -0.39 0.15 -0.67
H 0.6150 -1.3526 1.5231 -0.66 0.14 -0.27
H 2.1158 -1.5637 0.6909 0.00 0.14 0.29
H 0.8531 -2.6112 0.2302 -0.55 -0.21 0.19
```
Forces are in eV/Å.

Calculated values
Energy above the lowest of the compared OMol25 structures with the same formula, charge and spin   100.3 kJ/mol
Total charge   -1
Kohn-Sham gap (spin up / spin down)   2.606 / 9.205 eV
Multiplicity   2

4.
Below is a single C4H7ClN2O molecule at a distorted geometry, with properties calculated with wB97M-V/def2-TZVPD.

Geometry as XYZ:
```
15
Properties=species:S:1:pos:R:3:forces:R:3
C -1.9826 0.5570 0.0862 2.68 -2.74 2.28
C -0.6011 -0.6178 0.3323 -2.74 3.20 -1.28
C 1.5376 -1.4547 0.2015 -1.05 0.18 0.32
C 1.1364 1.0900 -0.2693 -0.60 0.55 -0.66
N -2.0562 1.4709 -0.8040 -0.55 -0.46 -1.20
N 0.6445 -0.2745 -0.0435 -0.28 -0.65 1.06
O -1.0604 -1.6610 0.6789 0.46 -0.70 0.56
Cl -3.3153 -0.0526 1.0213 0.00 -0.04 -0.56
H 1.7072 -1.8125 1.2877 0.70 1.68 -1.45
H 0.9152 -2.2888 -0.0653 -0.06 -0.49 -0.86
H 2.2695 -1.2821 -0.5736 1.16 -0.63 0.70
H 1.6631 1.4754 0.6275 -0.45 -0.05 -0.54
H 1.7993 1.1675 -1.1574 -0.05 -0.66 0.66
H 0.2872 1.7518 -0.6245 0.69 -0.79 1.04
H -2.9445 1.9315 -0.6978 0.09 1.59 -0.07
```
Forces are in eV/Å.

Calculated values
Energy above the lowest of the compared OMol25 structures with the same formula, charge and spin   259.9 kJ/mol
Kohn-Sham gap (spin up / spin down)   6.191 / 6.291 eV
Multiplicity   3

5.
Below is C20H28ClCsFKN2NaO14 as an isolated structure at a distorted geometry, with properties calculated with wB97M-V/def2-TZVPD.

Geometry as XYZ:
```
69
Properties=species:S:1:pos:R:3:forces:R:3
C 3.0261 -1.5375 0.2011 -0.51 -0.04 -0.80
C 3.1082 -0.7150 -1.1686 -0.15 -0.97 0.40
O 4.1538 -0.2614 -1.4995 0.67 0.31 -0.06
O 1.9783 -0.4684 -1.9594 -0.16 -0.34 1.34
C 1.3239 0.7301 -1.4117 0.52 0.02 -1.47
C -0.0757 0.9557 -1.9513 0.01 -0.56 0.48
C -1.1905 1.1078 -0.8886 0.94 0.80 -1.00
C -0.9557 1.6818 0.5174 -0.62 -0.88 -0.94
O -0.0533 2.3059 0.9968 0.26 -0.09 -0.04
O -2.0809 1.3723 1.1929 0.19 0.40 0.75
C -2.7334 0.2320 0.6473 0.15 -0.82 0.23
C -2.0384 -0.1230 -0.6844 -0.08 1.02 1.21
N -1.1921 -1.3225 -0.4259 -0.64 -0.09 -0.52
C -1.5644 -2.3415 -0.9836 0.54 0.07 -0.66
O -1.8305 -3.3007 -1.5842 -0.05 -0.18 0.44
H 1.9428 -1.6067 0.4988 0.78 -0.26 -0.14
H 3.5168 -0.8686 0.9935 0.88 -5.45 -2.52
H 3.5077 -2.5565 0.1239 0.03 -0.06 -0.43
H 1.9530 1.5693 -1.7601 -0.04 -0.12 0.70
H 1.3254 0.6100 -0.3453 -1.02 0.13 -0.64
H -0.0846 1.8021 -2.6292 0.00 0.16 -0.02
H -0.3142 0.0706 -2.5376 -0.10 -0.01 -0.20
H -1.8292 1.8895 -1.3134 -0.36 -0.05 0.06
H -2.5054 -0.5870 1.3262 -0.25 -0.08 0.17
H -3.8096 0.3559 0.6296 -0.06 0.45 -0.28
H -2.7360 -0.2082 -1.5097 -0.01 -0.50 -0.11
C 2.2737 -2.7047 5.4776 0.08 0.18 0.13
O 1.8534 -4.0574 5.2411 -0.05 -0.04 0.06
C 1.7847 -4.3955 3.9694 0.28 0.09 0.07
O 2.0312 -3.7108 3.0166 -0.21 -0.02 -0.13
O 1.3889 -5.6887 3.9057 -0.39 -0.11 0.02
C 1.2793 -6.1935 2.5842 1.14 -0.18 0.01
H 2.2832 -2.5739 6.5542 -0.04 -0.12 0.02
H 3.2738 -2.5442 5.0816 -0.02 -0.02 -0.09
H 1.5692 -2.0052 5.0323 0.01 -0.03 -0.08
H 2.2443 -6.1484 2.0723 0.03 0.00 0.11
H 0.5203 -5.6404 2.0179 1.85 0.22 -0.30
H 0.9684 -7.2413 2.6522 0.12 0.08 0.10
Cs 2.7747 0.7870 1.2716 -0.82 7.37 3.61
C 2.2325 4.7735 -2.6654 -0.06 0.09 0.18
C 1.3696 5.2663 -1.6889 0.33 -0.10 -0.18
C 1.0456 6.6139 -1.6780 -0.06 0.01 0.15
C 1.5641 7.4632 -2.6462 -0.05 -0.08 0.02
C 2.4109 6.9726 -3.6294 -0.37 0.33 -0.41
C 2.7448 5.6258 -3.6278 0.12 -0.11 -0.11
H 2.5050 3.7215 -2.6855 -0.06 -0.01 0.00
H 0.9565 4.5933 -0.9546 -0.16 -0.10 0.23
H 0.3770 7.0016 -0.9179 -0.03 -0.01 -0.02
H 1.3004 8.5132 -2.6399 -0.02 0.00 -0.02
H 2.8297 7.6320 -4.4049 -0.28 -0.46 0.58
H 3.4154 5.2534 -4.3916 0.04 0.05 0.00
Cl 4.9140 8.1237 -4.7750 0.77 0.28 -0.29
K -1.2733 -6.0012 2.5677 -3.08 -0.24 0.67
C -1.6881 5.2011 -4.5517 0.06 -0.78 0.30
O -1.8174 6.3934 -4.8248 -0.12 -0.03 -0.07
O -0.3793 4.7043 -4.4674 -0.61 0.78 -0.31
O -2.5654 4.3254 -4.3219 -0.28 0.12 0.17
H 0.0755 5.5374 -4.6771 0.66 -0.32 0.17
Na 1.4800 -5.3767 0.0170 1.02 0.75 -0.78
F 4.1854 -4.0538 -0.1786 -1.11 -0.36 0.29
O -4.8981 4.7665 -2.6458 0.03 -0.22 0.05
H -4.0923 4.5529 -3.1590 0.16 0.07 -0.12
C -6.4455 -7.2273 4.5360 -0.13 0.07 0.04
N -5.3723 -6.4655 3.8420 -0.07 0.04 -0.02
O -5.4460 -5.2605 3.8227 0.06 0.06 0.02
O -4.4766 -7.1163 3.3315 0.22 -0.05 0.01
H -7.1609 -6.5183 4.9333 0.02 0.05 -0.02
H -6.9035 -7.8829 3.8020 0.07 -0.06 0.00
H -5.9749 -7.8016 5.3277 0.03 -0.07 -0.06
```
Forces are in eV/Å.

Calculated values
Total charge   -1
Kohn-Sham gap   1.183 eV

6.
Below is a single C4H6N2O molecule, with properties calculated with wB97M-V/def2-TZVPD.

Geometry as XYZ:
```
13
Properties=species:S:1:pos:R:3:forces:R:3
H 2.9142 1.0113 -1.4435 -0.08 0.02 0.06
N 2.1736 0.7940 -0.7766 0.15 -0.40 0.01
C 2.3255 -0.3858 -0.3257 -0.09 0.18 -0.06
C 1.3891 -0.9772 0.6478 -0.17 0.03 0.08
C 0.2191 -0.4405 0.9110 -0.27 0.17 0.13
N -0.8445 0.1033 1.2157 0.74 -0.23 -0.10
O -1.9406 -0.4222 0.4924 -0.07 -0.21 -0.07
C -2.5587 0.6344 -0.2163 -0.16 0.18 -0.16
H 3.1508 -1.0469 -0.6181 -0.07 0.13 0.03
H 1.6587 -1.9009 1.1510 -0.02 0.14 -0.01
H -3.4723 0.2039 -0.6301 0.10 0.08 0.04
H -2.8018 1.4719 0.4446 0.03 -0.10 -0.01
H -1.9105 0.9828 -1.0280 -0.09 0.01 0.07
```
Forces are in eV/Å.

Calculated values
Energy above the lowest of the compared OMol25 structures with the same formula, charge and spin   434.0 kJ/mol
Kohn-Sham gap   9.787 eV